Below is a structure of composition C79H176As2F12N3P3 in a non-equilibrium geometry, with properties calculated with the ωB97M-V functional and the def2-TZVPD basis.

Geometry as XYZ:
```
275
Properties=species:S:1:pos:R:3:forces:R:3:lowdin_charge:R:1
C 7.27838 -0.13464 -1.99634 -0.55 -0.72 0.38 -0.078
C 8.52547 -0.26408 -1.11786 -0.95 0.30 0.27 -0.214
C 9.06145 1.11318 -0.89661 0.88 0.51 -0.73 -0.158
N 10.41285 1.19081 -0.23507 -0.54 -0.03 0.14 -0.288
C 10.31363 0.69329 1.17511 0.81 -0.27 0.07 -0.088
C 11.64314 0.84497 1.95046 -0.59 0.11 0.16 -0.138
C 12.08297 2.30433 2.00704 1.31 0.28 1.10 -0.184
C 12.02141 2.93488 0.65929 -1.17 0.63 -2.32 -0.161
C 10.75530 2.63182 -0.17960 0.59 0.51 1.55 -0.119
C 11.41196 0.38795 -0.99025 -0.35 0.02 -0.85 0.043
H 7.55965 -0.07203 -3.02221 0.21 -0.13 -0.88 0.068
H 6.61323 0.72426 -1.84379 0.37 -0.01 0.52 0.063
H 6.67114 -1.03300 -1.83982 0.02 0.19 -0.32 0.092
H 9.21360 -0.99288 -1.57194 -0.24 0.42 0.23 0.125
H 8.21284 -0.59719 -0.13488 0.01 -0.63 0.11 0.112
H 8.36787 1.74234 -0.33351 0.09 -0.27 0.23 0.139
H 9.22008 1.64705 -1.82889 -0.07 -0.04 -0.40 0.137
H 9.46538 1.23572 1.58521 0.18 0.17 0.45 0.145
H 10.03134 -0.33922 1.10558 -0.12 -0.58 0.06 0.125
H 11.48778 0.39906 2.94109 -0.01 0.33 -0.12 0.132
H 12.46344 0.25763 1.52981 -0.35 -0.14 -0.22 0.118
H 11.52878 2.88260 2.75927 0.04 -0.21 -0.18 0.127
H 13.17550 2.35052 2.28030 -1.15 -0.08 0.21 0.145
H 12.11198 4.04374 0.57218 0.22 -0.82 0.58 0.149
H 12.75526 2.51715 0.00217 1.27 -0.02 -0.01 0.104
H 9.92263 3.15798 0.27513 -0.43 -0.09 -0.15 0.137
H 10.90130 2.94785 -1.18388 0.04 0.46 -0.84 0.130
H 11.07048 -0.63065 -1.02416 0.08 -0.44 0.45 0.098
H 12.34456 0.46805 -0.47465 0.55 -0.06 -0.13 0.093
H 11.48156 0.65620 -2.05903 -0.01 0.55 0.63 0.140
C -3.61124 -5.89011 -1.46450 0.51 0.03 2.18 -0.069
C -2.28453 -5.27987 -0.97655 -0.16 0.84 -0.22 -0.222
C -2.39391 -4.16940 0.11807 0.27 0.35 -1.91 -0.168
C -2.98565 -2.87481 -0.50332 -1.80 -1.70 1.55 -0.072
N -3.31456 -1.82609 0.59017 1.45 -0.37 -1.64 -0.180
C -2.11802 -1.50316 1.50284 -0.59 -0.32 -0.85 -0.085
C -2.41348 -2.25139 2.73386 -0.07 -1.52 0.67 -0.158
C -3.93813 -2.21137 2.89054 0.52 1.12 -0.29 -0.099
C -4.40199 -2.33993 1.44278 0.51 -1.42 0.61 -0.099
C -3.63646 -0.50475 -0.02175 -0.99 0.08 0.66 -0.179
C -4.46754 -0.41775 -1.28169 1.00 0.28 0.18 -0.210
C -4.74936 1.07220 -1.36188 0.35 1.62 -0.42 -0.097
H -4.16694 -5.04511 -1.78680 -0.65 0.50 -1.20 0.043
H -4.27612 -6.26358 -0.64892 0.78 -0.42 -0.48 0.067
H -3.37182 -6.60968 -2.23482 -0.58 -0.17 -0.15 0.085
H -1.83913 -4.95471 -1.92286 0.15 0.83 0.27 0.115
H -1.50112 -5.90899 -0.62317 0.09 -1.34 0.43 0.092
H -1.39405 -3.90142 0.42240 0.48 -0.17 0.25 0.097
H -2.90393 -4.60314 0.97528 -0.32 0.21 0.02 0.091
H -3.95365 -3.15538 -0.97692 0.41 0.59 0.42 0.134
H -2.34941 -2.53374 -1.28261 0.76 0.86 -0.19 0.110
H -2.18694 -0.42816 1.61912 0.48 0.04 0.29 0.125
H -1.22158 -1.81022 0.98420 0.26 0.36 -0.11 0.119
H -1.86493 -1.89410 3.57556 0.22 0.55 0.72 0.119
H -2.06027 -3.28342 2.61820 -0.24 0.05 0.00 0.089
H -4.20384 -1.20826 3.23006 -0.17 -0.12 0.42 0.120
H -4.30813 -2.96879 3.57811 -0.24 0.08 -0.18 0.114
H -5.28323 -1.84574 1.14094 -1.17 0.52 0.06 0.127
H -4.49134 -3.39603 1.23520 -0.33 -0.18 -0.23 0.108
H -2.69071 -0.03872 -0.14052 0.72 0.61 -0.58 0.078
H -4.15913 0.02212 0.80998 0.27 -0.12 -0.59 0.144
H -5.40978 -0.86580 -1.11242 -1.07 -0.99 -0.05 0.100
H -3.94699 -0.87857 -2.16093 -0.54 0.68 0.71 0.119
H -5.21015 1.45370 -0.41733 0.75 -0.32 -0.41 0.094
H -5.51590 1.35276 -2.06890 -0.12 -0.29 -0.64 0.076
H -3.83899 1.68032 -1.64764 -0.88 -0.68 0.60 0.080
C 2.68815 1.69251 1.48879 0.62 -1.21 0.94 -0.110
C 3.50424 2.89805 1.14739 0.66 0.64 0.14 -0.276
C 3.73720 3.05837 -0.35784 0.26 1.06 0.79 -0.157
C 4.43575 4.40147 -0.62554 -0.29 0.48 -0.28 -0.124
N 4.17154 4.97257 -1.99547 -0.59 0.22 0.46 -0.219
C 4.87145 6.31411 -2.05293 0.62 0.54 -0.96 -0.099
C 3.81554 7.36880 -2.38401 0.75 0.52 1.72 -0.128
C 2.62851 6.79614 -1.60553 0.56 -0.78 -0.83 -0.129
C 2.68752 5.31744 -2.08266 -0.56 2.01 -0.02 -0.082
C 4.49194 4.07027 -3.12768 -0.31 -1.45 -0.55 -0.123
C 5.93857 3.54964 -3.17966 -1.44 -1.11 0.41 -0.201
C 6.16242 2.46991 -4.27000 0.33 0.42 0.32 -0.079
H 2.51370 1.62963 2.57392 0.19 0.03 -0.17 0.073
H 3.18741 0.73874 1.19472 -0.55 0.68 0.00 0.095
H 1.71377 1.76308 1.04929 -0.52 -0.23 -0.58 0.047
H 4.45939 2.95609 1.68226 0.12 -0.49 -0.08 0.115
H 3.00741 3.77052 1.56164 -0.42 0.43 -0.27 0.094
H 2.75267 2.98594 -0.83796 0.51 -0.19 -0.25 0.113
H 4.43804 2.30156 -0.69116 -0.35 -0.54 -0.29 0.112
H 5.52326 4.35322 -0.51983 -0.13 -0.23 0.04 0.128
H 4.13447 5.26386 -0.00443 -0.19 -0.89 0.30 0.126
H 5.67041 6.34265 -2.80433 -0.15 -0.50 0.25 0.140
H 5.31492 6.49728 -1.06729 -0.12 0.00 -0.31 0.129
H 3.63046 7.47096 -3.46076 0.01 0.07 0.40 0.117
H 4.22692 8.28792 -1.88619 -0.69 -0.38 -0.99 0.141
H 1.69404 7.28536 -1.82934 -0.36 -0.06 -0.08 0.122
H 2.80818 6.81490 -0.52998 -0.04 0.32 0.07 0.105
H 2.38564 5.29852 -3.13339 0.08 -0.37 0.22 0.102
H 2.03495 4.72513 -1.45837 0.28 -0.67 -0.11 0.124
H 4.25956 4.62058 -4.03305 -0.21 0.02 -0.18 0.112
H 3.73430 3.22687 -3.03279 1.04 0.86 -0.34 0.164
H 6.14549 3.18215 -2.15199 0.40 -0.15 -0.67 0.086
H 6.62792 4.31104 -3.42975 0.64 1.17 0.10 0.093
H 5.58538 1.56431 -4.12417 -0.01 -0.20 0.24 0.071
H 7.24198 2.26015 -4.26271 -0.35 -0.30 -0.07 0.072
H 5.93022 2.81529 -5.28105 -0.11 0.30 0.24 0.083
C -3.40832 -13.10669 4.22422 0.08 -0.80 -0.19 -0.104
C -4.20514 -12.13019 3.35377 -1.33 0.86 0.39 -0.249
C -4.63994 -10.83515 4.12119 1.02 -0.05 -0.86 -0.235
C -3.47652 -9.74908 4.12724 -1.13 -1.75 1.39 -0.240
P -3.95986 -8.42408 5.27853 1.80 -0.40 -0.02 1.029
C -4.14282 -9.13431 6.96602 1.24 -0.59 -0.42 -0.257
C -4.40163 -8.23836 8.17411 -1.29 1.44 -0.31 -0.210
C -5.90302 -7.84299 8.40790 0.41 -0.38 1.05 -0.234
C -6.80211 -8.96106 9.02830 0.89 0.07 -2.08 -0.070
C -2.44877 -7.33171 5.32769 -1.08 -1.14 2.43 -0.271
C -1.86317 -6.74058 4.10766 -1.58 1.13 -1.35 -0.307
C -0.52110 -6.12097 4.36106 0.39 0.16 0.59 -0.274
C 0.08213 -5.66747 3.05546 0.55 0.25 0.42 -0.094
C -5.53146 -7.68440 4.92302 -0.38 1.55 -0.96 -0.251
C -5.53838 -6.41999 4.02971 0.98 0.56 0.09 -0.223
C -5.06155 -6.70496 2.60064 0.07 -1.27 -0.17 -0.257
C -5.96549 -7.64400 1.72651 0.07 -0.13 1.83 -0.059
H -4.03771 -13.64404 5.01275 0.84 0.97 -1.05 0.108
H -2.50290 -12.66352 4.66861 -0.48 0.10 0.18 0.065
H -2.98340 -13.87688 3.56198 -0.32 -0.01 0.28 0.078
H -5.13218 -12.60044 2.97893 0.36 -0.05 0.36 0.116
H -3.73468 -11.78634 2.42782 0.55 -0.32 0.18 0.105
H -4.94675 -11.09631 5.10723 0.20 -0.37 1.05 0.077
H -5.56480 -10.41451 3.73807 0.06 0.20 -0.68 0.087
H -3.30284 -9.44842 3.10300 0.16 0.44 -0.08 0.086
H -2.55284 -10.22530 4.56348 -0.74 0.53 -0.51 0.117
H -3.17893 -9.64681 7.15041 -0.25 0.10 -0.26 0.112
H -4.85736 -9.94956 6.87216 -0.30 0.07 0.12 0.087
H -3.80691 -7.30068 8.13006 -0.17 -0.55 -0.11 0.108
H -4.06215 -8.75362 9.05698 0.18 -0.29 0.30 0.113
H -6.36657 -7.39495 7.54872 -0.25 -0.31 -0.68 0.061
H -5.92683 -6.96728 9.06355 0.23 -0.27 0.41 0.109
H -6.67380 -9.93944 8.53827 0.04 0.33 -0.30 0.073
H -7.83420 -8.68958 8.87083 -0.35 0.03 0.51 0.074
H -6.53106 -9.18006 10.02674 -0.05 0.26 1.26 0.063
H -1.69394 -8.05449 5.73227 -0.63 0.44 0.09 0.120
H -2.68926 -6.60368 6.14816 0.57 -0.33 -0.72 0.113
H -2.58321 -5.92764 3.75528 0.99 -0.81 0.12 0.117
H -1.81885 -7.47419 3.28993 0.09 0.06 0.18 0.117
H 0.19541 -6.80160 4.85197 -0.46 -0.06 -0.10 0.127
H -0.68316 -5.30493 5.08435 0.28 0.00 -0.30 0.122
H -0.58817 -4.98193 2.55431 0.11 0.63 -0.08 0.039
H 0.12953 -6.51222 2.38582 0.41 -0.39 -0.22 0.077
H 1.09463 -5.25975 3.24287 -0.63 -0.01 -0.53 0.096
H -5.86068 -7.38119 5.90756 -0.47 -0.22 0.02 0.060
H -6.21330 -8.38622 4.44812 -0.03 -0.43 0.45 0.106
H -4.81988 -5.66866 4.47139 -0.77 -0.56 -0.28 0.107
H -6.54168 -5.96094 4.05097 0.36 -0.26 -0.02 0.126
H -4.04899 -7.13257 2.67663 -0.25 -0.10 -0.09 0.070
H -4.87683 -5.79253 2.06734 -0.23 0.76 -0.25 0.072
H -5.73943 -8.72991 1.86775 -0.17 0.86 -0.04 0.078
H -5.85785 -7.41033 0.69385 0.12 0.09 -0.82 0.042
H -7.01577 -7.46814 2.00778 0.23 -0.18 -0.21 0.088
C -2.45985 4.27666 -0.23248 0.25 -0.52 1.15 -0.070
C -2.15527 3.36475 0.99992 0.52 0.82 -0.90 -0.234
C -2.36930 3.99051 2.37477 0.28 -1.27 -0.58 -0.244
C -1.12409 4.72289 2.80265 -0.10 1.00 1.12 -0.252
P -1.18321 5.17449 4.53854 -0.14 1.16 -0.23 0.972
C 0.38954 5.91026 5.02380 0.08 -1.24 0.19 -0.246
C 1.57508 4.93117 5.07549 -0.37 -0.70 -1.14 -0.263
C 2.63792 5.21353 6.09446 0.21 0.39 1.47 -0.261
C 3.48956 6.44558 5.69113 -0.12 -0.52 -0.50 -0.082
C -1.58460 3.71224 5.43453 -0.75 -0.13 0.84 -0.296
C -1.53978 4.03394 6.95081 0.11 -0.68 0.13 -0.218
C -1.96051 2.84451 7.86912 1.78 -0.29 -3.30 -0.180
C -1.23027 1.57353 7.33710 -0.19 -0.18 -0.72 -0.110
C -2.44773 6.39093 4.93925 0.09 0.06 -0.84 -0.260
C -2.61262 7.52076 3.90614 0.13 0.17 -0.17 -0.259
C -3.46940 8.71393 4.40652 0.63 -0.47 -1.04 -0.221
C -4.97235 8.26299 4.49190 2.27 -0.09 0.18 -0.071
H -2.08050 3.78107 -1.12420 -0.03 0.22 -0.09 0.060
H -2.06267 5.28652 -0.13706 0.46 -0.06 -0.02 0.073
H -3.51613 4.42520 -0.31079 -0.82 -0.08 -0.28 0.068
H -1.09985 3.09757 0.90672 -0.11 -0.46 0.10 0.091
H -2.75832 2.47764 0.92223 -0.15 -0.53 -0.19 0.082
H -2.67708 3.22475 3.09158 0.41 -0.17 -0.04 0.098
H -3.23153 4.59969 2.31372 -0.81 1.24 0.08 0.105
H -1.04257 5.68547 2.27723 0.49 -0.45 -0.24 0.111
H -0.20266 4.11714 2.81320 -0.23 0.13 -0.78 0.107
H 0.23838 6.37745 5.96393 -0.30 0.18 1.31 0.093
H 0.54960 6.75709 4.40668 0.26 0.72 -1.08 0.090
H 2.10006 5.00638 4.12086 -0.18 -0.26 -0.33 0.103
H 1.21563 3.87538 5.13656 0.18 0.69 0.16 0.109
H 3.15374 4.25407 6.31185 0.39 0.82 -0.47 0.121
H 2.19763 5.44086 7.07606 -0.22 0.01 -0.16 0.109
H 2.85146 7.24666 5.28635 -0.04 -0.10 0.55 0.075
H 4.11843 6.21397 4.82997 0.28 -0.22 0.11 0.068
H 4.11703 6.84461 6.49156 -0.19 -0.13 -0.11 0.082
H -1.00575 2.90473 5.00265 0.47 -0.32 0.50 0.089
H -2.63352 3.44283 5.19929 0.39 0.29 -0.04 0.115
H -2.14067 4.92115 7.06653 -0.78 0.09 0.37 0.091
H -0.58282 4.40536 7.29094 0.72 -0.28 -0.22 0.105
H -3.01416 2.68048 7.75376 -0.57 -0.04 0.62 0.107
H -1.57997 3.02622 8.82419 -0.18 0.43 1.74 0.091
H -1.69496 1.23480 6.41249 -0.62 -0.20 0.03 0.051
H -1.30180 0.75548 8.04314 0.11 -0.12 0.14 0.072
H -0.19234 1.63506 6.94970 -0.16 0.62 1.01 0.081
H -2.16565 6.80939 5.89043 0.04 0.18 0.54 0.098
H -3.33770 5.78709 5.08002 -0.50 0.21 0.05 0.103
H -3.11137 7.13601 3.01323 -0.01 -0.17 0.00 0.099
H -1.62730 7.85740 3.53204 -0.21 0.02 0.43 0.109
H -3.31871 9.48410 3.61210 -0.57 -0.44 0.49 0.118
H -2.97082 9.18052 5.28111 -0.81 -0.46 -0.03 0.117
H -5.19427 7.62828 3.64839 -0.09 0.03 -0.59 0.067
H -5.53417 9.14936 4.43761 -1.25 0.80 0.24 0.059
H -5.18895 7.64082 5.35072 -0.09 0.30 0.50 0.070
C 4.31241 -0.34143 -8.26461 -0.16 -0.20 -0.88 -0.100
C 2.92383 -0.87516 -8.00794 -0.10 0.16 1.60 -0.271
C 1.81190 0.18126 -7.98617 0.16 -0.88 -0.61 -0.238
C 0.48039 -0.50426 -7.71443 -0.64 0.15 -0.77 -0.260
P -0.98530 0.57609 -7.54555 -0.37 -1.32 -1.71 1.004
C -2.48629 -0.48235 -7.59174 0.78 0.27 -0.60 -0.269
C -2.81570 -1.27387 -6.35379 0.36 -0.02 -0.05 -0.267
C -4.01791 -2.15465 -6.63550 -0.23 0.11 0.46 -0.267
C -4.59364 -2.74735 -5.35844 -0.36 -0.79 -0.13 -0.106
C -0.94096 1.56679 -6.12025 -0.85 0.34 1.35 -0.260
C -2.18348 2.47401 -5.83962 -0.97 -0.70 -0.69 -0.210
C -1.91839 3.29519 -4.61672 0.84 1.05 0.54 -0.268
C -3.13180 3.97242 -3.94641 0.73 -0.55 -0.53 -0.073
C -1.02012 1.44852 -9.12249 -0.11 0.42 0.39 -0.260
C -2.06666 2.56350 -9.25345 -0.63 -0.37 0.23 -0.261
C -2.19059 3.03295 -10.70389 -0.07 -1.12 1.54 -0.258
C -3.18310 2.18860 -11.46954 0.26 0.71 -1.16 -0.099
H 4.33699 0.11678 -9.25686 0.12 0.17 0.08 0.082
H 5.02721 -1.16810 -8.30451 0.04 0.21 0.26 0.079
H 4.58674 0.39886 -7.53127 0.29 0.23 0.26 0.064
H 2.89632 -1.31371 -6.99843 0.16 -0.15 -0.12 0.112
H 2.73336 -1.70054 -8.66596 -0.45 -0.29 -0.65 0.106
H 1.86065 0.75151 -8.90580 -0.36 0.18 -0.22 0.114
H 1.95391 0.84664 -7.17343 0.61 0.94 0.71 0.095
H 0.56599 -1.04367 -6.79923 0.08 -0.61 0.86 0.083
H 0.26354 -1.24494 -8.50240 -0.17 0.25 0.19 0.115
H -2.29019 -1.17164 -8.44022 -0.26 0.33 0.31 0.117
H -3.33692 0.13840 -7.84469 -0.10 0.33 -0.33 0.095
H -3.09627 -0.62482 -5.52639 0.47 0.24 0.20 0.101
H -1.90071 -1.84516 -6.13430 -0.48 -0.14 0.59 0.123
H -3.66303 -2.92757 -7.26541 -0.09 -0.86 -1.09 0.100
H -4.79740 -1.54932 -7.14211 0.41 -0.41 0.12 0.131
H -4.68999 -1.88733 -4.72563 -0.07 0.18 1.09 0.043
H -3.96781 -3.56133 -4.90151 -0.42 0.94 -0.36 0.088
H -5.62059 -3.14381 -5.48579 0.62 0.07 -0.12 0.084
H -0.04376 2.14905 -6.23403 0.41 0.70 0.09 0.067
H -0.76265 0.92799 -5.24109 -0.07 -0.07 -0.23 0.101
H -3.16199 1.92277 -5.67807 1.22 -0.07 -0.18 0.129
H -2.41198 3.09136 -6.72522 0.30 -0.01 0.50 0.097
H -1.03824 3.93900 -4.78854 -0.78 0.61 -0.46 0.099
H -1.42593 2.71539 -3.86079 -0.15 -1.10 0.59 0.069
H -3.63694 3.22954 -3.33808 -0.29 -0.15 0.06 0.043
H -3.85738 4.38492 -4.64524 0.13 0.22 -0.02 0.080
H -2.75134 4.72112 -3.26947 -0.16 0.51 0.11 0.058
H -1.14645 0.60738 -9.82413 0.12 0.44 -0.16 0.109
H -0.05353 1.97189 -9.27006 -0.28 -0.69 0.00 0.110
H -1.69303 3.35720 -8.61570 -0.09 0.34 0.00 0.099
H -3.09716 2.32191 -8.92093 0.58 -0.24 0.21 0.115
H -1.20423 2.85569 -11.07893 0.62 0.71 -0.87 0.101
H -2.47238 4.05672 -10.59512 0.00 0.84 -0.80 0.110
H -4.20235 2.37537 -11.14106 -0.12 -0.01 0.02 0.074
H -2.95860 1.12584 -11.32763 -0.07 0.09 -0.34 0.070
H -3.09608 2.50149 -12.54695 -0.32 -0.77 0.89 0.099
As 1.89704 4.90320 -6.28132 0.16 -0.09 0.94 0.715
F 2.23213 5.54848 -7.79823 0.59 1.04 -0.55 -0.200
F 0.40168 5.72072 -6.23010 -0.33 0.18 0.27 -0.218
F 1.49178 4.07831 -4.76826 -0.12 0.14 -0.09 -0.279
F 3.41624 4.13115 -6.20858 1.01 -0.88 -0.16 -0.245
F 2.72788 6.16776 -5.30097 -0.86 -0.21 -0.51 -0.282
F 1.22705 3.54696 -7.16295 -0.36 -0.41 0.31 -0.266
As 0.01148 0.04846 -1.84536 1.39 0.19 3.07 0.832
F 1.67304 -0.12615 -1.10321 -1.44 0.61 -1.23 -0.301
F 0.38235 1.65631 -2.48910 -0.21 -1.28 0.57 -0.260
F -1.64675 0.17198 -2.39164 0.40 -0.14 0.16 -0.244
F -0.28682 -1.53376 -1.01457 -0.38 0.59 -0.96 -0.291
F -0.48479 0.72140 -0.27656 -0.08 0.38 -0.61 -0.286
F 0.45564 -0.75021 -3.25318 0.31 -0.28 -0.90 -0.210
```
Forces are in eV/Å.

The LUMO energy is -6.20 eV. As for the net charge: +4. As for the HOMO-LUMO gap: 9.64 eV. Its energy is -271379.42251 eV. The highest occupied orbital energy comes out at -15.84 eV.